Molecular formula: C4H5N2P
Method: DFT, ωB97M-V with the def2-TZVPD basis set

The geometry in XYZ format:
```
12
Properties=species:S:1:pos:R:3:nbo_charge:R:1
C 0.26755 -0.26428 2.00300 -0.58
C -0.41330 -0.16233 0.64391 -0.33
C 0.01377 0.03228 -0.57120 0.47
N 0.60997 0.05279 -1.65762 -0.66
P 0.52375 1.46817 -2.55389 0.54
C -1.68960 -0.81619 0.84431 0.28
N -2.66024 -1.39844 1.00509 -0.33
H 1.26625 0.03556 1.83492 0.22
H -0.31313 0.40770 2.64796 0.23
H 0.22892 -1.33670 2.30113 0.23
H 1.82390 1.18126 -2.76710 -0.04
H 0.34216 0.80019 -3.73052 -0.04
```

Output
- Largest force on an atom: 4.64 eV Å⁻¹
- HOMO level: -9.26 eV
- E_tot: -606.17933 hartree

Molecular formula: C4H5N3
Method: DFT, ωB97M-V with the def2-TZVPD basis set

The geometry in XYZ format:
```
12
Properties=species:S:1:pos:R:3:nbo_charge:R:1
C -0.00607 -0.06403 0.55911 -0.29
C -0.01555 -1.19995 1.14322 0.45
N -0.11334 -2.45126 1.09278 -0.44
C -0.29949 -2.70516 -0.24976 0.24
N -0.34268 -1.76345 -1.17064 -0.44
C -0.20035 -0.47813 -0.79215 0.07
H -0.41375 -3.74658 -0.52870 0.21
H -0.24143 0.25555 -1.59618 0.21
N 0.43057 3.19618 0.59660 -1.07
H 1.28374 3.05609 0.06249 0.35
H -0.28164 3.47684 -0.07143 0.35
H 0.16417 2.27267 0.93208 0.37
```

Output
- Largest force on an atom: 0.53 eV Å⁻¹
- HOMO level: -9.67 eV
- E_tot: -319.55547 hartree

Molecular formula: C4H5N3
Method: DFT, ωB97M-V with the def2-TZVPD basis set

The geometry in XYZ format:
```
12
Properties=species:S:1:pos:R:3:nbo_charge:R:1
N 2.69904 -0.99089 0.96615 -0.31
C 1.91270 -0.53738 0.24957 0.26
C 0.87880 0.04132 -0.62204 -0.35
C -1.61771 -1.34461 -0.34834 -0.07
N -1.72626 -0.19760 0.18902 -0.39
C -1.19177 0.94726 0.30793 0.19
N 0.16216 1.12852 0.01082 -0.60
H 1.30888 0.34531 -1.57924 0.24
H 0.15532 -0.75637 -0.88897 0.26
H -1.50783 -2.13300 0.41671 0.15
H -1.75498 1.82361 0.61198 0.20
H 0.68165 1.67382 0.68643 0.40
```

Output
- Largest force on an atom: 1.12 eV Å⁻¹
- HOMO level: -8.15 eV
- E_tot: -319.56454 hartree

Molecular formula: C4H5N3
Method: DFT, ωB97M-V with the def2-TZVPD basis set

The geometry in XYZ format:
```
12
Properties=species:S:1:pos:R:3:nbo_charge:R:1
N -1.90691 -1.43325 0.25051 -0.30
C -1.99283 -0.20121 -0.33291 0.19
C -1.52810 1.22816 -0.08950 -0.07
N -0.26587 1.51163 0.18775 -0.13
N 0.82510 0.79579 -0.28740 -0.29
C 0.95585 -0.70099 -0.78602 -0.34
C 1.19654 -0.44080 0.68797 -0.28
H -2.25891 1.96908 0.02549 0.22
H -0.05233 -1.28270 -0.95764 0.27
H 2.03595 -0.60246 -1.32308 0.26
H 0.61137 -0.76029 1.65015 0.25
H 2.38015 -0.08295 0.97468 0.22
```

Output
- Largest force on an atom: 13.12 eV Å⁻¹
- HOMO level: -9.30 eV
- E_tot: -319.39918 hartree

Molecular formula: C4H5N3
Method: DFT, ωB97M-V with the def2-TZVPD basis set

The geometry in XYZ format:
```
12
Properties=species:S:1:pos:R:3:nbo_charge:R:1
H -1.95799 1.10658 0.52007 0.37
N -1.42373 0.59225 -0.15276 -0.64
C -0.21952 0.27556 0.02507 0.42
C 0.36203 -0.76793 -0.84393 -0.28
C -0.16919 -1.69722 -1.60037 -0.29
N 0.68890 0.83743 1.06987 -0.68
C 0.31982 1.78378 1.85852 0.41
N 0.06201 2.68253 2.53348 -0.35
H 1.48891 -0.71365 -1.13788 0.20
H 0.47096 -2.39620 -1.98626 0.19
H -1.25490 -2.11005 -1.51574 0.21
H 1.63271 0.40693 1.22993 0.43
```

Output
- Largest force on an atom: 5.10 eV Å⁻¹
- HOMO level: -10.06 eV
- E_tot: -319.60656 hartree

Molecular formula: C4H5N3
Method: DFT, ωB97M-V with the def2-TZVPD basis set

The geometry in XYZ format:
```
12
Properties=species:S:1:pos:R:3:nbo_charge:R:1
N -2.10622 0.17432 -0.30626 -0.79
C -0.73352 0.02924 -0.06660 0.04
C 0.13522 1.08966 0.32291 0.17
N 1.29173 1.16663 -0.31070 -0.47
C 1.95477 0.03009 -0.16447 0.23
N 1.40032 -1.01021 0.43901 -0.54
C 0.05543 -1.07134 0.26406 -0.03
H -2.31137 0.94081 -0.94056 0.39
H -2.56478 -0.66281 -0.64820 0.38
H 0.24859 1.36188 1.37038 0.21
H 3.00582 0.00489 -0.41422 0.19
H -0.37599 -2.05315 0.45464 0.22
```

Output
- Largest force on an atom: 2.25 eV Å⁻¹
- HOMO level: -7.95 eV
- E_tot: -319.56673 hartree